[1]
DFT (ωB97M-V with the def2-TZVPD basis set) results for 10 unconnected molecules or ions with the total composition C27H61N7O19S3 in a non-equilibrium geometry.

The value obtained for the largest force on an atom is 5.3 eV/Å. The value obtained for the electronic energy is -110814.7540 eV. The lowest unoccupied orbital energy (alpha / beta) is -3.528 / -9.138 eV. The total charge is +1. The HOMO energy (alpha / beta) comes out at -10.4878 / -10.4807 eV. The spin multiplicity is 2.

```
117
Properties=species:S:1:pos:R:3:forces:R:3
C 1.32676 -0.15200 -0.40854 -1.1 0.5 -0.3
C 0.16382 -1.12489 -0.34606 0.8 -1.1 -0.8
O -0.65512 -0.75740 0.78582 -0.6 1.6 0.5
S -0.04888 0.57625 1.57712 1.7 -2.9 -1.6
O -0.13983 0.40359 3.00081 0.3 -0.1 -1.6
O -0.51571 1.79462 0.99935 -0.2 0.0 0.0
O 1.45008 0.20372 0.97394 0.0 1.4 1.7
H 1.09100 0.74426 -0.98233 -0.5 0.2 0.1
H 2.21144 -0.51094 -0.93447 0.3 -0.6 1.1
H 0.46427 -2.15938 -0.17973 0.5 0.1 0.6
H -0.28408 -1.23493 -1.33367 -0.9 0.9 0.3
C -1.27218 0.50928 -6.49856 -1.1 1.5 -0.1
C -0.23631 1.63272 -6.52833 -0.7 0.8 -1.5
O 0.59011 1.43875 -5.41719 0.4 -1.9 1.9
S 0.54868 -0.16901 -4.99993 0.5 0.0 0.8
O -0.08178 -0.24599 -3.66257 1.5 -0.1 -3.0
O 1.83786 -0.81196 -5.26856 -2.9 1.4 0.6
O -0.49319 -0.58819 -6.18677 2.0 -1.8 1.3
H -1.86115 0.37676 -7.40611 0.7 -0.2 -0.3
H -2.03660 0.57570 -5.72440 0.0 0.7 0.3
H -0.67683 2.62973 -6.52565 0.0 0.0 0.4
H 0.45237 1.59314 -7.37228 -0.5 -0.3 -0.5
C -0.06314 -3.10874 4.06648 -0.1 1.6 0.5
C 0.35998 -3.39739 2.66786 0.2 -0.8 0.0
O 1.52993 -4.18470 2.86539 1.7 -1.1 0.2
S 1.56705 -5.03263 4.24681 -2.0 -2.3 0.7
O 2.66996 -4.64906 5.10298 -1.2 -0.5 -1.6
O 1.28055 -6.50187 4.01256 0.9 5.2 0.6
O 0.18727 -4.23178 4.85362 1.0 -3.1 -0.5
H -1.11538 -2.83066 4.00704 -0.1 -0.1 0.8
H 0.56350 -2.39030 4.59493 -0.3 1.1 -0.8
H 0.59876 -2.53135 2.05055 0.2 -0.1 0.3
H -0.37284 -4.02165 2.15662 -0.1 0.0 -0.1
C 4.61756 -1.68112 6.28383 0.8 -0.5 0.1
C 4.11341 -1.11462 4.97077 1.4 -1.3 1.0
O 3.59204 -0.02928 5.00587 -1.1 1.0 -1.0
N 4.37398 -1.83819 3.85173 0.5 -0.4 -1.7
C 3.83347 -1.56024 2.52482 -1.0 0.7 0.8
H 3.88048 -2.25966 6.84070 -0.3 0.3 -0.1
H 4.98047 -0.83805 6.87174 -0.3 0.0 0.1
H 5.46794 -2.35741 6.19666 0.0 -0.1 -0.4
H 4.88766 -2.70143 3.74661 0.1 0.2 1.6
H 2.76657 -1.46298 2.72572 -0.3 0.0 -0.8
H 4.04356 -2.38809 1.84760 -0.1 0.1 0.2
H 4.14864 -0.62270 2.06679 0.3 0.0 0.2
C -7.58124 -1.92179 1.68088 0.3 0.6 0.0
C -6.33583 -2.20819 2.49575 0.6 -0.3 -0.8
O -6.41886 -2.66974 3.59968 -0.3 -0.2 1.9
N -5.13610 -2.01764 1.89698 1.4 1.3 -0.8
C -3.77674 -1.94078 2.49600 -1.4 -1.0 0.5
H -8.13209 -1.13367 2.19423 -0.2 -0.3 0.4
H -8.16583 -2.84105 1.64476 -0.1 0.3 -0.2
H -7.37992 -1.45876 0.71488 0.1 -0.7 -0.3
H -5.11105 -1.84413 0.90231 -0.3 0.2 -0.1
H -3.55004 -1.06350 3.10187 -0.4 0.6 -0.3
H -3.04418 -2.02809 1.69361 -0.1 -0.1 0.1
H -3.70938 -2.74240 3.23151 0.3 -0.4 -0.2
C -2.92941 -0.36705 -1.69477 1.3 0.1 -0.4
C -4.35843 -0.54317 -1.41732 -1.6 -1.3 0.7
O -4.84186 -1.53523 -0.87688 0.4 -0.5 0.1
N -5.13733 0.45975 -1.78329 0.3 1.9 -0.6
C -6.52663 0.69718 -1.42899 0.7 -0.2 -0.2
H -2.49338 0.25217 -0.91083 0.1 0.1 0.0
H -2.79623 0.14467 -2.64792 0.2 0.0 0.1
H -2.37331 -1.30445 -1.70656 -0.4 0.0 0.0
H -4.61993 1.28397 -2.05360 -0.1 0.2 -0.3
H -6.72271 0.17011 -0.49525 -0.4 0.1 -0.2
H -7.17147 0.39337 -2.25360 -0.2 -0.3 0.3
H -6.61570 1.77944 -1.33475 -0.3 -0.1 0.3
C 5.56122 0.65828 -0.76485 -0.8 0.2 -0.4
C 6.77471 0.77590 -1.65712 0.3 -1.3 1.8
O 7.86562 0.69682 -1.17289 2.1 0.1 1.0
N 6.60084 0.75041 -2.97407 -1.0 0.3 -0.9
C 7.70865 0.81120 -3.93891 -1.3 1.1 -0.2
H 4.84979 1.41689 -1.09116 -0.4 0.0 0.3
H 5.76341 0.74005 0.30311 0.4 0.4 -0.3
H 5.09700 -0.32095 -0.88195 -0.1 -0.1 -0.3
H 5.70762 1.17820 -3.17219 0.1 -0.2 -1.0
H 7.40171 0.22039 -4.80195 0.6 -0.4 0.1
H 8.68215 0.59600 -3.49837 -0.5 -0.4 0.0
H 7.72518 1.83917 -4.30099 0.4 0.1 -0.1
C -1.54021 3.43177 3.94628 0.0 1.1 -0.6
C -1.33897 4.91032 4.21169 3.0 -2.5 0.9
O -0.21309 5.36952 4.47092 -1.8 0.9 -0.3
N -2.49294 5.63894 4.28404 1.1 0.9 -0.7
C -2.54185 6.99981 4.65257 -0.5 0.7 0.3
H -1.91584 3.45898 2.92341 -0.9 -0.8 0.0
H -2.19138 3.08599 4.74910 -0.3 -0.5 -0.5
H -0.64324 2.81838 3.86097 0.2 0.5 0.5
H -3.32470 5.14004 4.00228 -0.5 0.0 0.1
H -3.28972 7.54136 4.07334 -0.1 -0.1 -0.1
H -1.59757 7.54376 4.67556 0.2 -0.6 -0.2
H -2.92906 6.96067 5.67073 -0.2 0.3 0.5
C 4.48817 -1.87157 -3.67132 -1.4 -0.2 1.1
C 3.24705 -2.55431 -2.98349 4.4 0.6 2.8
O 3.30315 -2.61068 -1.73932 -0.9 0.6 -0.5
N 2.38374 -3.17953 -3.69335 -1.2 -1.6 -1.8
C 1.17381 -3.85097 -3.22455 -0.8 1.4 -0.9
H 4.35457 -0.81889 -3.42207 0.0 0.2 -0.7
H 4.63948 -2.08993 -4.72845 -0.1 0.2 0.1
H 5.35002 -2.12521 -3.05410 0.0 -0.4 -0.3
H 2.49845 -3.03545 -4.68642 -0.4 -0.3 0.1
H 0.92536 -4.69144 -3.87263 0.3 -0.2 0.3
H 0.44241 -3.07554 -3.45226 -0.9 -0.3 0.2
H 1.05649 -4.05807 -2.16086 0.9 -0.1 -0.2
C -3.27895 4.05499 -0.47908 -0.4 1.0 0.1
C -2.71228 3.39485 -1.69713 -0.4 -2.6 1.3
O -3.46067 2.74902 -2.43884 0.5 1.3 -0.4
N -1.38316 3.33125 -1.76359 1.8 0.5 -0.8
C -0.69034 2.89783 -2.98030 -1.3 -0.6 -1.0
H -2.67244 4.27080 0.40052 0.7 -0.5 -0.2
H -4.16280 3.51739 -0.13570 -0.1 0.3 -0.3
H -3.48268 5.05732 -0.85581 -0.8 0.2 0.2
H -0.82632 3.59330 -0.96275 -0.2 0.2 -0.2
H -0.89841 3.54900 -3.82929 0.3 0.8 0.3
H -1.21546 2.02188 -3.36114 0.4 -0.5 0.5
H 0.38300 2.71113 -2.94593 -0.3 0.1 0.7
```
Forces are in eV/Å.



[2]
DFT (ωB97M-V with the def2-TZVPD basis set) results for a molecular structure, C38H27BrN2O4PdS5Te in a non-equilibrium geometry.

The value obtained for the largest force on an atom is 2.2 eV/Å. The value obtained for the electronic energy is -186008.4262 eV. The lowest unoccupied orbital energy is 3.499 eV. The total charge is -2. The HOMO energy comes out at -0.2544 eV.

```
79
Properties=species:S:1:pos:R:3:forces:R:3
Pd -1.19515 0.19096 -1.26237 -0.7 -0.5 -0.2
C 2.88555 -1.08644 4.46313 0.0 0.1 -0.1
C 1.79065 -0.83654 3.46493 0.4 -0.1 0.1
C 0.48285 -0.60374 3.86053 -0.5 0.2 -0.6
C -0.53385 -0.37114 2.93823 0.7 0.0 0.1
C -1.90395 -0.12974 3.40913 -0.9 1.1 -0.8
O -2.67985 0.66226 2.87883 0.8 -0.8 0.8
C -2.34905 -0.87564 4.62333 -0.6 -0.4 0.7
C -1.79585 -2.08564 5.05253 0.0 0.3 -0.3
C -2.27685 -2.71324 6.18443 -0.1 -0.2 0.3
C -3.33065 -2.16974 6.90413 0.1 0.0 -0.1
C -3.91175 -0.98804 6.46823 -0.1 -0.1 0.2
C -3.42855 -0.35374 5.34383 0.3 0.1 -0.3
C -0.23625 -0.28604 1.53243 -0.4 0.2 -0.6
O -1.17275 0.04186 0.74113 0.4 0.1 0.5
C 1.12125 -0.55664 1.12803 -0.2 -0.2 1.1
C 2.08255 -0.83764 2.11843 -0.6 0.2 -0.2
C 1.55205 -0.55334 -0.23547 -0.8 -0.3 -1.9
N 0.75925 -0.52334 -1.28737 1.0 0.4 1.6
C 1.34115 -0.47374 -2.60777 0.3 -0.4 -0.7
C 1.83555 0.91196 -3.00407 -0.4 0.1 0.1
Te 0.39565 2.52816 -2.74597 0.8 0.4 0.4
C 1.24955 3.10416 -0.85107 -0.2 -0.1 -0.6
C 2.47285 3.75256 -0.73707 0.1 0.1 -0.1
C 3.01515 4.00236 0.51373 0.2 0.1 0.0
C 2.34255 3.59786 1.65693 0.0 0.0 0.1
C 1.10935 2.97596 1.54713 0.1 0.1 0.1
C 0.56115 2.74376 0.29773 -0.5 -0.1 -0.1
C 3.03005 -0.55114 -0.42547 0.6 -0.1 -0.3
C 3.75305 -1.64524 -0.89797 -0.2 0.1 0.2
C 5.11775 -1.54204 -1.10917 0.2 -0.1 -0.1
C 5.78295 -0.35444 -0.85687 0.0 0.1 0.0
C 5.07715 0.72656 -0.34727 0.2 -0.1 -0.1
C 3.72065 0.61996 -0.12247 -0.3 -0.1 0.0
H 2.47625 -1.17104 5.46783 0.1 0.0 0.1
H 3.60695 -0.26634 4.45013 0.1 0.0 0.1
H 3.41825 -2.00754 4.22173 0.1 0.0 0.1
H 0.24735 -0.57834 4.91633 0.0 0.0 0.1
H -0.99355 -2.53864 4.48853 0.0 0.0 0.0
H -1.82885 -3.64344 6.50823 0.0 -0.1 0.0
H -3.70425 -2.67254 7.78553 0.0 0.0 0.1
H -4.74655 -0.56544 7.00983 -0.1 0.0 0.0
H -3.87485 0.56336 4.98783 0.0 0.0 -0.1
H 3.09685 -1.05294 1.81433 0.1 0.0 0.0
H 0.57235 -0.79654 -3.31537 0.1 0.0 0.2
H 2.19105 -1.16824 -2.69387 -0.2 0.1 0.0
H 2.12305 0.90166 -4.05397 0.0 0.1 -0.1
H 2.70285 1.19486 -2.40717 0.0 0.1 -0.1
H 3.00855 4.04706 -1.63017 0.0 0.0 0.0
H 3.97455 4.49836 0.59703 0.0 0.0 0.0
H 2.77895 3.76526 2.63223 0.0 0.0 0.1
H 0.57905 2.65456 2.43073 -0.1 0.0 0.1
H -0.41115 2.26106 0.21063 0.2 0.0 0.1
H 3.24925 -2.58424 -1.08167 -0.1 0.0 -0.1
H 5.67165 -2.39774 -1.47507 0.0 0.0 0.0
H 6.84315 -0.26944 -1.05597 0.0 0.0 0.0
H 5.58545 1.65566 -0.13167 0.0 0.1 0.0
H 3.17145 1.45026 0.28953 -0.1 0.1 0.0
S -8.38735 -1.14844 -0.57847 -0.9 -0.1 0.1
C -6.75695 -0.93144 -0.65847 1.0 0.0 0.0
S -5.99395 0.62516 -0.74137 -0.1 -1.0 0.0
C -4.33445 0.07616 -0.89637 -0.9 -2.0 0.4
C -4.13855 -1.29384 -0.89787 -1.0 1.4 0.1
S -2.72925 -2.17554 -1.15097 1.0 -1.0 0.0
S -5.61655 -2.24064 -0.66917 -0.2 1.1 -0.2
S -3.20065 1.32496 -1.04487 1.2 1.1 -0.1
Br 0.79985 -0.60954 -8.39417 -0.2 0.0 0.0
C -0.88465 -0.34834 -7.51777 0.3 0.0 -0.3
C -2.04155 -0.32954 -8.27427 -0.3 0.1 0.2
N -3.23665 -0.11034 -7.71997 0.3 -0.2 -0.6
C -3.29315 0.03086 -6.40577 -0.2 0.1 0.3
C -2.18755 -0.00994 -5.56427 0.9 -0.1 -0.4
C -0.92305 -0.17444 -6.15127 -0.9 0.1 0.3
C -2.36265 0.04876 -4.06567 -1.4 -0.1 0.9
O -3.48555 -0.10244 -3.60077 0.4 0.0 -1.1
O -1.28845 0.23916 -3.40497 0.8 0.1 0.2
H -2.02955 -0.48344 -9.34537 0.1 0.0 0.0
H -4.27665 0.18436 -5.98257 0.0 0.0 0.2
H -0.03455 -0.17254 -5.53747 0.0 0.0 0.0
```
Forces are in eV/Å.



Q: Look up the total charge of the first one.
A: +1